1.
9
Properties=species:S:1:pos:R:3:forces:R:3:lowdin_charge:R:1 method="wB97M-V/def2-TZVPD" gap_ev="7.6 / 7.3" e_homo_ha="-0.3316 / -0.3196" charge=0 de_lowest_kcal_mol=83.0
C -0.126 -0.224 -1.220 1.77 -1.13 -2.18 -0.3593
C -0.366 0.891 -0.513 0.45 1.10 -1.26 -0.1089
N -0.134 -1.435 -0.666 0.31 -0.66 -1.54 -0.4571
O 1.358 -0.111 2.790 -1.50 0.34 -0.98 -0.6471
S 0.133 -1.732 0.843 -0.37 0.94 0.61 0.7440
S 0.193 0.090 1.843 2.15 -0.78 1.54 0.6476
H 0.322 -0.159 -2.312 -1.34 -0.33 2.18 0.1540
H -0.347 1.834 -1.022 0.44 0.51 0.03 0.0691
H -1.032 0.845 0.258 -1.90 0.00 1.60 -0.0425

=====

2.
66
Properties=species:S:1:pos:R:3:forces:R:3:lowdin_charge:R:1 method="wB97M-V/def2-TZVPD" gap_ev=6.9 e_homo_ha=-0.3733 charge=+1
Lu 1.055 0.608 0.041 -1.87 -2.15 1.39 1.6007
N 0.241 -6.433 3.440 -0.60 -1.45 -0.30 0.1076
C 0.765 -5.222 3.190 1.86 1.72 -1.72 -0.3079
C 2.018 -5.191 2.392 -1.87 -0.94 1.11 -0.0146
C 2.621 -4.017 2.136 0.83 2.17 -1.40 -0.0787
C 1.971 -2.785 2.442 -0.54 -0.28 1.41 -0.2973
C 0.827 -2.798 3.241 0.51 -0.93 -0.51 -0.0610
C 0.189 -4.007 3.574 0.46 -0.20 -0.08 -0.0199
S 2.522 -1.247 1.763 -1.18 -1.11 0.86 0.6493
O 3.921 -1.098 2.086 -0.55 0.55 -1.05 -0.2810
O 2.042 -1.436 0.318 1.19 1.36 0.58 -0.4838
N 1.515 -0.071 2.271 1.32 0.84 -0.70 -0.2200
C 1.955 1.256 2.616 -0.74 -2.17 -0.30 -0.4748
N 1.940 2.085 1.539 0.57 1.72 0.47 -0.0438
C 2.300 3.389 1.731 1.17 -1.52 0.61 -0.0698
C 2.675 3.803 2.998 -0.63 0.05 -0.48 -0.0385
C 2.486 2.905 4.035 -0.85 -1.36 0.62 -0.0458
N 2.139 1.575 3.878 0.84 2.77 -0.10 0.1803
H 0.390 -7.050 2.649 -0.10 -0.36 0.50 0.1056
H -0.681 -6.528 3.847 0.16 0.28 -0.10 0.1089
H 2.415 -6.101 1.914 -0.17 0.31 0.80 0.1213
H 3.591 -3.964 1.591 -0.93 -0.21 0.31 0.1337
H 0.473 -1.877 3.637 -0.60 0.62 -0.10 0.0939
H -0.799 -4.017 4.045 0.54 0.13 0.13 0.1162
H 2.523 4.008 0.872 -0.67 0.02 -0.19 0.1185
H 2.986 4.823 3.190 -0.01 -0.14 -0.02 0.1155
H 2.517 3.305 5.055 0.32 -0.59 -0.24 0.1270
N -1.022 0.311 0.151 3.59 0.63 -0.26 -0.1205
C -2.224 0.229 -0.083 -2.68 0.77 0.78 -0.3192
C -3.167 1.387 0.426 0.48 -2.11 -0.46 -0.1724
C -4.508 1.118 0.631 -1.22 -1.20 0.14 -0.0740
C -5.396 2.116 1.001 -2.28 0.51 0.22 -0.0703
C -4.964 3.449 1.142 -0.12 -1.27 -0.26 -0.0822
C -3.604 3.612 1.140 1.33 0.81 0.30 -0.1043
C -2.693 2.603 0.831 1.01 0.66 -0.02 -0.0617
C -2.844 -0.997 -0.710 -0.13 0.92 -0.36 -0.1759
C -2.141 -2.194 -0.655 -0.87 -0.09 0.36 -0.0289
C -2.714 -3.339 -1.246 1.83 -0.24 -0.24 -0.0820
C -3.915 -3.251 -1.906 -0.35 1.34 -0.01 -0.0827
C -4.588 -2.004 -1.988 -0.29 -1.73 0.02 -0.0643
C -4.061 -0.871 -1.421 1.33 -1.22 -0.13 -0.0605
H -4.844 0.053 0.516 0.10 1.47 0.24 0.1252
H -6.509 1.911 1.190 1.85 0.05 -0.48 0.1324
H -5.622 4.311 1.240 0.02 -0.45 0.31 0.1105
H -3.204 4.566 1.447 0.10 0.29 -0.15 0.0984
H -1.586 2.741 0.913 -1.12 0.11 -0.23 0.0981
H -1.210 -2.173 -0.075 -0.30 -0.37 -0.45 0.1020
H -2.082 -4.249 -1.337 -0.73 0.53 0.38 0.1140
H -4.343 -4.071 -2.454 0.00 -0.37 0.13 0.1000
H -5.565 -2.100 -2.455 0.18 0.78 -0.20 0.1074
H -4.443 0.095 -1.620 -0.64 0.65 0.06 0.1022
C 3.550 3.365 -3.835 0.58 1.39 -0.06 -0.0403
C 2.726 2.132 -4.261 -1.47 -0.16 1.59 -0.5835
C 1.431 2.535 -4.997 -0.82 0.52 -2.02 -0.0502
C 3.471 0.992 -4.910 0.87 -0.66 -0.84 -0.0367
C 2.190 1.572 -2.970 -0.85 -1.68 2.19 -0.0590
N 1.771 1.039 -2.005 1.65 2.16 -3.79 0.0771
H 4.220 3.730 -4.677 -1.09 -0.36 0.84 0.1171
H 4.247 3.218 -2.966 -0.72 -0.31 -0.79 0.0998
H 2.816 4.178 -3.520 1.10 -0.86 -0.58 0.1070
H 1.625 2.917 -6.072 0.07 -0.38 1.84 0.1301
H 0.874 3.309 -4.439 0.41 -0.18 -0.30 0.0902
H 0.694 1.716 -5.165 0.80 0.18 0.37 0.1031
H 3.588 1.209 -5.976 0.13 0.21 0.09 0.0988
H 2.975 -0.002 -4.901 0.11 0.75 0.40 0.1117
H 4.477 0.917 -4.475 -0.31 -0.22 -0.12 0.1019

=====

3.
24
Properties=species:S:1:pos:R:3:forces:R:3:lowdin_charge:R:1 method="wB97M-V/def2-TZVPD" gap_ev=10.2 e_homo_ha=-0.4861 charge=+1 de_lowest_kcal_mol=32.1
C -2.079 -0.073 0.002 0.99 -0.31 -0.02 -0.2887
C -0.379 -1.129 0.329 2.97 2.56 -0.21 -0.4255
C -0.411 -2.282 1.231 -2.99 -1.52 -0.58 0.0205
C 2.121 2.494 -0.988 1.82 0.88 1.35 -0.0784
C 1.027 -0.936 -0.459 0.26 0.92 3.14 -0.1144
C 1.995 1.270 -0.120 -2.28 1.02 0.65 -0.2692
N -1.480 -1.159 -0.555 -2.78 -0.92 -3.05 0.1503
N -1.010 0.143 0.812 -0.17 -0.06 -1.16 0.1976
N -3.199 0.649 -0.079 -1.00 -3.85 -3.58 0.2387
O 1.363 0.307 -0.965 -0.79 -0.11 0.07 -0.1351
H -1.150 -2.937 0.604 1.45 0.18 2.17 0.1385
H -0.840 -1.995 2.184 -0.53 -0.19 0.11 0.0991
H 0.456 -2.810 1.485 1.58 -0.55 -0.22 0.0728
H 2.554 2.079 -1.874 0.28 0.72 -1.05 0.0736
H 1.245 3.138 -1.124 -0.15 -0.83 -0.19 0.0830
H 2.833 3.169 -0.430 -0.30 -0.58 -0.92 0.1028
H 0.853 -1.534 -1.268 -0.03 -1.84 -2.37 0.0970
H 1.872 -1.368 0.143 -0.83 0.30 -0.22 0.1501
H 1.286 1.668 0.671 0.83 -1.35 -0.04 0.1209
H 2.942 0.873 0.260 -0.18 0.20 0.06 0.1289
H -1.673 -1.939 -1.241 -0.22 1.84 0.97 0.2105
H -1.073 0.496 1.715 0.12 0.64 1.82 0.1366
H -3.999 0.432 -0.782 2.19 0.51 1.82 0.1997
H -3.253 1.444 0.450 -0.27 2.32 1.47 0.0905